This record from the OMol25 dataset describes a gas-phase ion, C11H12NOS (charge +1) at a distorted geometry. The level of theory is the ωB97M-V functional and the def2-TZVPD basis.

HOMO, eV: -12.9891
Lowest unoccupied orbital energy, eV: -4.779
Energy relative to the best compared isomer or geometry (same formula, charge and spin), kcal per mole: 74.42
Max |F|, eV/A: 3.376

```
! RIJCOSX wB97M-V def2-TZVPD def2/J DEFGRID3
* xyz 1 1
C 0.2880 -1.1991 0.3729
C 1.5930 -1.6451 0.5368
C 1.0842 0.9050 -0.4972
C 0.0375 0.0668 -0.0810
C 2.6584 -0.7597 0.1983
C 2.3840 0.4778 -0.3894
C 4.9454 0.7111 -0.1198
C 4.6662 -2.0922 0.4586
C -1.7218 1.8402 -0.8193
C -2.0066 0.7355 1.4289
C -1.4401 0.5202 0.0119
N 4.0156 -1.0350 0.2623
O 5.9160 0.7847 0.4757
S 3.7246 1.5570 -0.7582
H -0.5138 -1.8041 0.7999
H 1.8630 -2.6273 0.8047
H 0.9722 1.9601 -0.7613
H 5.7352 -2.0296 0.5667
H 4.1501 -3.0505 0.4420
H -1.5288 1.8103 -1.9158
H -1.0162 2.6238 -0.3242
H -2.8046 2.0502 -0.6374
H -2.3096 -0.0231 2.1313
H -3.0380 1.1403 1.2184
H -1.2686 1.3963 2.0321
H -2.2390 -0.2222 -0.5090
*
```

This record from the OMol25 dataset describes 2 unconnected molecules or ions with the total composition C4H3NO3 at a distorted geometry. The level of theory is the ωB97M-V functional and the def2-TZVPD basis.

HOMO, eV: -11.1785
Lowest unoccupied orbital energy, eV: -1.053
Energy relative to the best compared isomer or geometry (same formula, charge and spin), kcal per mole: 88.76
SMILES: O=C=NC(=O)O.C#C
Max |F|, eV/A: 4.401

```
! RIJCOSX wB97M-V def2-TZVPD def2/J DEFGRID3
* xyz 0 1
N -0.7587 -0.3883 0.0304
C -2.1514 -0.1926 0.0021
C 0.1659 0.4648 0.0662
O -2.5633 1.0876 -0.0143
C 1.7779 -0.9367 -0.0692
C 2.9170 -0.5355 -0.0161
O -2.9118 -1.1071 0.0134
O 0.5920 1.5500 -0.0503
H -1.8442 1.7351 -0.0243
H 0.9225 -1.6302 0.0298
H 3.8539 -0.0471 0.0322
*
```

This record from the OMol25 dataset describes C20H20BrClF2N2O in the gas phase. The level of theory is the ωB97M-V functional and the def2-TZVPD basis.

HOMO, eV: -9.0368
Lowest unoccupied orbital energy, eV: 0.558
Energy relative to the best compared isomer or geometry (same formula, charge and spin), kcal per mole: 2.34
SMILES: Cc1ccc(F)cc1CN[C@@H]1C[C@@H](F)CN(C(=O)c2ccc(Br)c(Cl)c2)C1
Max |F|, eV/A: 0.586

```
! RIJCOSX wB97M-V def2-TZVPD def2/J DEFGRID3
* xyz 0 1
C -1.2544 2.8478 -3.8203
C -1.8790 3.0477 -2.4614
C -1.9668 4.3285 -1.9233
C -2.5385 4.5455 -0.6769
C -3.0289 3.4686 0.0311
F -3.5863 3.6665 1.2359
C -2.9515 2.1877 -0.4805
C -2.3717 1.9665 -1.7257
C -2.2956 0.5540 -2.2517
N -0.9358 0.0341 -2.3566
C -0.3056 -0.3027 -1.0874
C 0.3734 0.9044 -0.4399
C 1.1283 0.5188 0.8295
F 0.2159 0.0623 1.7910
C 2.1136 -0.6068 0.5230
N 1.3693 -1.7215 -0.0345
C 0.9270 -2.7753 0.6976
O 0.0500 -3.5265 0.3069
C 1.5908 -3.0311 2.0197
C 2.8996 -3.4962 2.0811
C 3.4820 -3.7744 3.3075
C 2.7640 -3.5852 4.4782
Br 3.6071 -3.9667 6.1329
C 1.4516 -3.1269 4.4202
Cl 0.5184 -2.8831 5.8518
C 0.8687 -2.8578 3.1907
C 0.7175 -1.4191 -1.3048
H -1.9519 2.3499 -4.4976
H -0.9662 3.7955 -4.2713
H -0.3699 2.2150 -3.7438
H -1.5877 5.1744 -2.4812
H -2.6084 5.5412 -0.2576
H -3.3361 1.3629 0.1081
H -2.9366 -0.1037 -1.6490
H -2.7265 0.5513 -3.2573
H -0.9556 -0.7794 -2.9572
H -1.0524 -0.7110 -0.3878
H 1.0814 1.3454 -1.1506
H -0.3399 1.6918 -0.2001
H 1.6545 1.3838 1.2438
H 2.8350 -0.2661 -0.2257
H 2.7053 -0.8969 1.3870
H 3.4676 -3.6552 1.1733
H 4.4970 -4.1418 3.3599
H -0.1539 -2.5085 3.1549
H 0.2725 -2.3268 -1.6999
H 1.5089 -1.0809 -1.9824
*
```

This record from the OMol25 dataset describes 2 unconnected molecules or ions with the total composition C5H15N2O at a distorted geometry. The level of theory is the ωB97M-V functional and the def2-TZVPD basis.

HOMO, eV: -13.6351
Lowest unoccupied orbital energy, eV: -3.306
Energy relative to the best compared isomer or geometry (same formula, charge and spin), kcal per mole: 88.90
Max |F|, eV/A: 4.159

```
! RIJCOSX wB97M-V def2-TZVPD def2/J DEFGRID3
* xyz 1 1
C 2.0786 -0.6272 -2.2105
C 1.9399 0.6428 -1.4372
C 1.3536 0.3440 -0.0480
C -0.0986 0.4089 0.5327
C -0.5729 0.8275 1.7067
N -0.9633 -0.4097 -0.3810
N 0.8326 1.6584 -1.9303
H 1.1893 -0.8837 -2.7994
H 2.3883 -1.5870 -1.7195
H 2.7906 -0.7348 -3.0712
H 2.9681 0.9115 -1.2472
H 1.6236 -0.5953 0.1734
H 1.7866 0.9445 0.7671
H -1.6657 0.9923 1.7754
H -0.0680 1.5677 2.3615
H -0.9978 0.0916 -1.3598
H -1.9143 -0.6724 -0.0717
H -0.3918 -1.3108 -0.5911
H 1.0841 2.6566 -1.8060
H 0.5506 1.6088 -2.8586
H -4.3416 -1.7546 5.4580
H -5.1047 -2.3749 4.3180
O -4.4673 -1.7043 4.4388
*
```

This record from the OMol25 dataset describes 7 unconnected molecules or ions with the total composition C38H114N18O7P6S at a distorted geometry. The level of theory is the ωB97M-V functional and the def2-TZVPD basis.

HOMO, eV: -8.0185
Lowest unoccupied orbital energy, eV: 0.314
Energy relative to the best compared isomer or geometry (same formula, charge and spin), kcal per mole: 145.05
Max |F|, eV/A: 3.358

```
! RIJCOSX wB97M-V def2-TZVPD def2/J DEFGRID3
* xyz 0 1
O 2.3464 4.9601 -5.2670
P 2.8436 4.7044 -6.6178
N 3.5514 3.1905 -6.7391
C 4.0072 2.5449 -5.5101
C 3.7527 2.4383 -8.0205
N 4.1904 5.6418 -7.1697
C 4.6443 5.6422 -8.5528
C 4.8483 6.6660 -6.3402
N 1.6931 4.9239 -7.8216
C 1.3580 6.2597 -8.1286
C 0.5965 3.9425 -7.9261
H 5.0393 2.2324 -5.6690
H 3.2774 1.8000 -5.1929
H 4.0338 3.2055 -4.6435
H 4.7952 2.6005 -8.2942
H 3.1269 2.7182 -8.8679
H 3.7706 1.3669 -7.8208
H 4.0896 5.0007 -9.2375
H 4.5233 6.6655 -8.9082
H 5.6981 5.3763 -8.6355
H 5.1635 6.2982 -5.3637
H 5.8091 6.9745 -6.7523
H 4.2304 7.5556 -6.2180
H 0.4761 6.6276 -7.6043
H 2.2122 6.9008 -7.9108
H 1.1458 6.4179 -9.1860
H 0.9358 3.1177 -8.5527
H -0.2126 4.4095 -8.4877
H 0.3228 3.6774 -6.9049
O 0.5141 -8.9596 0.4202
P 0.9684 -7.5409 0.6233
N 2.4528 -7.4323 1.5145
C 3.0541 -6.2140 2.0361
C 3.2751 -8.6243 1.7756
N -0.1790 -6.5954 1.5477
C -0.2394 -5.1371 1.6059
C -1.3112 -7.2657 2.1618
N 1.2843 -6.6389 -0.7621
C 0.1950 -6.4586 -1.6667
C 2.5347 -6.9845 -1.4605
H 4.0404 -6.3219 2.4872
H 2.3512 -5.8060 2.7624
H 3.1629 -5.6145 1.1323
H 4.1441 -8.5553 1.1212
H 2.6405 -9.5101 1.8001
H 3.7427 -8.6759 2.7589
H -1.2500 -4.7305 1.5695
H 0.1918 -4.9354 2.5865
H 0.3917 -4.7854 0.7898
H -1.3238 -8.2436 1.6804
H -1.1650 -7.3975 3.2339
H -2.2636 -6.7729 1.9665
H -0.6599 -6.0668 -1.1156
H 0.3418 -5.6744 -2.4094
H 0.0091 -7.4320 -2.1205
H 2.5480 -6.2957 -2.3052
H 2.5654 -7.9890 -1.8824
H 3.3413 -6.7164 -0.7782
O -3.7559 -1.5630 -7.5627
P -4.2592 -1.6201 -6.1497
N -5.0485 -3.0905 -5.6078
C -4.8705 -4.3172 -6.3967
C -5.7348 -3.1447 -4.3265
N -5.3030 -0.3259 -5.6770
C -4.7788 1.0301 -5.7395
C -6.8044 -0.4311 -5.7356
N -2.9735 -1.4873 -5.0316
C -3.1811 -1.1461 -3.5520
C -1.6123 -1.4870 -5.6061
H -3.8215 -4.2539 -6.6861
H -5.4834 -4.2233 -7.2932
H -5.1433 -5.0966 -5.6853
H -6.2935 -2.2482 -4.0579
H -5.1164 -3.5199 -3.5111
H -6.5716 -3.8201 -4.5045
H -5.2683 1.5768 -4.9335
H -3.7613 1.2052 -5.3902
H -4.8406 1.4939 -6.7240
H -7.1109 -1.4288 -6.0500
H -7.3412 -0.2156 -4.8117
H -7.2390 0.1843 -6.5233
H -4.2229 -1.2665 -3.2549
H -2.5718 -1.8366 -2.9687
H -2.8903 -0.1167 -3.3426
H -0.9064 -1.9930 -4.9475
H -1.2661 -0.4731 -5.8068
H -1.5304 -1.9711 -6.5793
O 0.9906 4.5731 7.9313
P 0.5341 4.0911 9.2422
N -0.3353 2.6452 9.1627
C -1.1598 2.3960 7.9353
C -0.5998 1.6214 10.2467
N -0.4894 5.2106 10.0232
C -0.3716 6.6578 9.7424
C -1.4180 4.8271 11.1232
N 1.7612 3.7531 10.4405
C 2.4612 4.8334 11.1738
C 2.5989 2.6157 10.1718
H -1.3150 3.2652 7.2961
H -1.9064 1.6083 8.0360
H -0.5640 1.8642 7.1935
H -1.5367 1.8728 10.7436
H 0.1304 1.5207 11.0496
H -0.8283 0.6319 9.8507
H -1.3143 7.1833 9.8946
H 0.3354 7.0811 10.4559
H -0.1394 6.8384 8.6929
H -1.8254 5.7405 11.5566
H -2.1830 4.2194 10.6400
H -0.8375 4.2881 11.8719
H 2.9463 4.4324 12.0637
H 3.2705 5.2718 10.5900
H 1.7807 5.6641 11.3604
H 2.2722 2.0736 9.2844
H 2.5643 2.0112 11.0781
H 3.6184 2.9413 9.9653
O 6.7805 -0.4758 -0.3669
P 8.2189 -0.6642 -0.2374
N 9.1555 0.7791 -0.2462
C 10.6688 0.7100 -0.2401
C 8.6145 2.0015 -0.7598
N 8.8965 -1.7855 -1.2683
C 8.6287 -3.1864 -1.1111
C 9.0066 -1.3136 -2.6560
N 8.6676 -1.2841 1.2478
C 7.7939 -1.1477 2.3133
C 9.8927 -2.0259 1.5704
H 10.9816 0.0855 -1.0769
H 11.0198 0.1572 0.6313
H 11.1530 1.6616 -0.0208
H 9.1027 2.3342 -1.6758
H 8.7780 2.8263 -0.0663
H 7.5312 2.1106 -0.8124
H 7.6148 -3.4483 -1.4138
H 9.2991 -3.7141 -1.7894
H 8.8551 -3.6052 -0.1306
H 9.8518 -1.8542 -3.0819
H 8.0832 -1.4878 -3.2083
H 9.3412 -0.2787 -2.7278
H 7.4867 -0.1041 2.3809
H 6.9797 -1.8603 2.1811
H 8.2250 -1.3817 3.2867
H 10.5304 -1.4036 2.1982
H 10.4175 -2.4076 0.6946
H 9.6370 -2.9061 2.1603
O -8.9018 -0.5715 3.7569
P -9.4778 -0.0480 2.4640
N -10.6267 1.3002 2.6284
C -11.6078 1.6000 1.5941
C -10.6199 2.1440 3.7894
N -10.3132 -1.2909 1.5698
C -11.6719 -1.7996 1.9398
C -9.4580 -2.3674 0.8840
N -8.3012 0.5657 1.3947
C -6.8515 0.5709 1.7361
C -8.5716 1.3179 0.0766
H -12.6166 1.7643 1.9727
H -11.4885 0.9486 0.7282
H -11.2631 2.5674 1.2289
H -11.5671 2.6351 4.0124
H -9.8306 2.8958 3.7885
H -10.3678 1.5041 4.6350
H -11.5568 -2.6483 2.6141
H -12.3324 -1.0545 2.3834
H -12.2569 -2.1425 1.0863
H -8.5948 -2.6860 1.4684
H -10.0770 -3.1276 0.4076
H -9.0236 -1.7644 0.0866
H -6.4632 1.5890 1.7626
H -6.6412 0.2810 2.7656
H -6.3355 0.0971 0.9010
H -9.4116 2.0001 0.2073
H -8.8072 0.6180 -0.7252
H -7.7968 2.0306 -0.2058
C 1.3492 2.3499 -0.2409
S 0.6728 1.9441 1.4817
O -0.5485 1.0273 1.4358
C 2.0531 0.9760 2.2048
H 2.3556 2.7481 -0.1113
H 0.8283 3.1178 -0.8128
H 1.4423 1.3697 -0.7083
H 2.1765 -0.0419 1.8351
H 2.0668 1.0240 3.2937
H 2.8579 1.5930 1.8052
*
```

This record from the OMol25 dataset describes 2 unconnected molecules or ions with the total composition C3H6O3S at a distorted geometry. The level of theory is the ωB97M-V functional and the def2-TZVPD basis.

HOMO, eV: -10.7686
Lowest unoccupied orbital energy, eV: -0.163
Energy relative to the best compared isomer or geometry (same formula, charge and spin), kcal per mole: 45.16
SMILES: O=S(=O)=O.C1CC1
Max |F|, eV/A: 3.157

```
! RIJCOSX wB97M-V def2-TZVPD def2/J DEFGRID3
* xyz 0 1
C 0.7757 0.1626 0.0853
C 1.1000 -1.1445 0.8605
C -0.2466 -0.8998 0.2307
O -1.6931 2.1354 0.2847
O -1.9066 0.2149 -1.2717
O -0.3967 2.0759 -1.7832
S -1.2805 1.4435 -0.8995
H 1.3928 0.3839 -0.8016
H 0.7129 1.0635 0.7222
H 1.8253 -1.8690 0.2941
H 1.3470 -1.0504 1.9248
H -1.1441 -0.7551 0.7652
H -0.4861 -1.7610 -0.4117
*
```

This record from the OMol25 dataset describes C18H22N2O5 in the gas phase. The level of theory is the ωB97M-V functional and the def2-TZVPD basis.

HOMO, eV: -8.6783
Lowest unoccupied orbital energy, eV: 0.009
Energy relative to the best compared isomer or geometry (same formula, charge and spin), kcal per mole: 29.95
SMILES: C[C@@H](Oc1ccc2ccc(=O)oc2c1)C(=O)NCCN1CCOCC1
Max |F|, eV/A: 0.995

```
! RIJCOSX wB97M-V def2-TZVPD def2/J DEFGRID3
* xyz 0 1
C -0.3358 -1.9471 -3.3434
H 0.3223 -2.4255 -4.0638
H -1.3421 -2.3388 -3.4590
H -0.3426 -0.8768 -3.5345
C 0.1586 -2.2247 -1.9254
H 0.1690 -3.3078 -1.7465
C -0.8149 -1.5761 -0.9262
O -1.7469 -2.1857 -0.4489
N -0.5259 -0.2891 -0.6658
H 0.2539 0.1335 -1.1477
C -1.3558 0.5561 0.1576
C -2.1657 1.5396 -0.6979
N -3.1156 2.2764 0.1112
C -4.2454 2.7735 -0.6570
C -5.2498 3.4182 0.2983
O -4.6660 4.4764 1.0200
C -3.5563 4.0147 1.7510
C -2.5085 3.3802 0.8359
H -2.1200 4.1486 0.1424
H -1.6841 3.0063 1.4439
H -3.8808 3.2681 2.4913
H -3.1434 4.8840 2.2656
H -5.6218 2.6521 0.9945
H -6.0870 3.8476 -0.2543
H -3.9298 3.5205 -1.4072
H -4.7217 1.9358 -1.1698
H -1.4793 2.2110 -1.2462
H -2.7261 0.9557 -1.4325
H -0.7235 1.0875 0.8729
H -2.0454 -0.0940 0.6991
O 1.4708 -1.6905 -1.8264
C 2.2242 -1.9796 -0.7368
C 3.5358 -1.5180 -0.7757
C 4.3912 -1.7601 0.2889
C 3.9430 -2.4733 1.4156
C 2.6197 -2.9211 1.4368
C 1.7663 -2.6814 0.3853
H 0.7480 -3.0300 0.4416
H 2.2669 -3.4636 2.3008
C 4.8811 -2.6932 2.4728
C 6.1381 -2.2228 2.3670
C 6.5799 -1.4830 1.1950
O 7.6841 -1.0295 1.0337
O 5.6539 -1.2908 0.2001
H 6.8806 -2.3645 3.1353
H 4.5566 -3.2414 3.3459
H 3.8900 -0.9773 -1.6375
*
```

This record from the OMol25 dataset describes a molecular structure, C10H17Cl2FO2Sn at a distorted geometry. The level of theory is the ωB97M-V functional and the def2-TZVPD basis.

HOMO, eV: 0.8951
Lowest unoccupied orbital energy, eV: 4.841
Energy relative to the best compared isomer or geometry (same formula, charge and spin), kcal per mole: 45.42
Max |F|, eV/A: 2.420

```
! RIJCOSX wB97M-V def2-TZVPD def2/J DEFGRID3
* xyz -2 1
C -0.7343 0.7319 -0.9368
C -1.5822 -0.3891 -0.7184
C -0.7519 -1.5427 -0.5596
C -3.0546 -0.3882 -0.7932
C 0.5993 -1.1216 -0.6532
C 0.6163 0.2832 -0.9164
C 1.8321 1.0967 -1.1191
C -1.1912 2.1010 -1.2585
C -1.2334 -2.9092 -0.2803
C 1.7905 -1.9836 -0.5982
Sn 0.4131 0.9296 2.9920
Cl -1.5807 -0.3376 2.6870
Cl -0.0271 3.1043 2.1745
O 1.6816 -0.3391 2.2164
H -3.4648 0.5738 -0.4767
H -3.4646 -1.1704 -0.1556
H -3.4207 -0.5976 -1.8091
H -2.0065 -2.9096 0.5102
H -0.4136 -3.5443 0.0849
H -1.6676 -3.3326 -1.2036
H 1.6772 -2.7907 0.1354
H 2.7145 -1.4358 -0.3594
H 1.9319 -2.4681 -1.5772
H 2.7029 0.6557 -0.6097
H 1.7043 2.1210 -0.7397
H 2.0979 1.2144 -2.1864
H -2.0273 2.4109 -0.6143
H -1.5594 2.1790 -2.3027
H -0.3852 2.8356 -1.1282
H 2.4752 -0.4062 2.7729
O 2.5997 2.8467 1.0537
H 3.0674 3.6493 1.4560
F 0.6609 0.9335 4.9135
*
```

Result set for calculated total energy: -954.2040; -434.5859; -4192.8485; -383.9094; -5474.8568; -741.7104; -1184.8274; -1776.2634 Eh, one per record in the order listed.